{
  "formula": "C15H19F6OP2RuS3",
  "method": "ωB97M-V/def2-TZVPD",
  "elements": ["H", "C", "F", "C", "H", "H", "C", "H", "Ru", "C", "C", "S", "P", "H", "H", "O", "F", "P", "H", "H", "C", "F", "C", "C", "H", "C", "H", "H", "C", "S", "H", "H", "H", "S", "H", "H", "H", "C", "C", "C", "C", "C", "H", "H", "F", "F", "F"],
  "positions_angstrom": [[0.27552, -3.56620, -0.53203], [4.35374, 1.17948, -1.58604], [3.04414, 3.23075, -0.22142], [3.28341, 0.88554, -0.53411], [1.67807, -2.54169, -0.93073], [-3.86691, -0.03095, 2.26170], [-3.51415, -0.80250, 1.58862], [-4.35445, -3.89267, 0.49467], [0.11411, 0.99070, -0.73352], [3.70419, -0.38389, 0.25367], [-2.63213, -2.79120, -0.14155], [-2.23929, 4.46428, -2.38525], [-1.31801, 0.87486, 0.97442], [-2.92292, 2.11427, 2.28689], [-2.29769, -3.57143, -0.81497], [2.07881, 0.62282, -1.11720], [4.91245, -0.30109, 0.82737], [-0.36038, -1.26752, -0.93510], [-1.09335, 0.48799, 3.35324], [-1.46718, -1.10960, -3.07322], [3.21375, 2.08472, 0.44230], [4.31871, 2.21908, 1.19092], [-1.30056, 3.29078, -1.77274], [-4.23230, -1.97996, 1.46023], [0.30247, -0.15238, 2.44856], [-0.70982, -1.76695, -2.64859], [4.03550, 2.04265, -2.16534], [-3.18014, 2.34070, 0.53181], [-1.90834, -1.60819, -0.02502], [0.20286, 3.38507, -0.93991], [-1.03804, -2.80429, -2.71757], [0.97364, -2.47084, 0.68605], [0.15949, 1.58942, 2.72555], [-1.70380, 1.55783, -1.89709], [5.32637, 1.37671, -1.13642], [-5.13988, -2.12340, 2.03150], [4.42686, 0.32082, -2.24988], [-2.43608, 2.25313, 1.32140], [0.74584, -2.59512, -0.37164], [-0.40120, 0.67553, 2.53120], [-2.35243, -0.61471, 0.84500], [-3.79045, -2.97476, 0.59574], [-1.84309, 3.16779, 1.34475], [0.21153, -1.64545, -3.22041], [2.17469, 1.96892, 1.30162], [2.82090, -0.68928, 1.22904], [3.74557, -1.43979, -0.57649]],
  "gap_ev": [7.58, 6.56],
  "energy_ev": -87884.537,
  "spin_multiplicity": 2,
  "e_homo_ev": [-8.01, -7.96],
  "charge": 0
}

***

{
  "formula": "C2H6N2S",
  "method": "ωB97M-V/def2-TZVPD",
  "elements": ["N", "H", "H", "C", "H", "N", "H", "S", "H", "C", "H"],
  "positions_angstrom": [[-1.20323, -0.95662, 0.44449], [2.15539, 0.61665, 1.44518], [0.75395, -0.69264, 1.41065], [-0.63947, 0.07544, -0.18847], [-0.76714, 1.55568, -1.78785], [-1.20913, 0.76608, -1.24625], [2.48589, -0.97284, 0.89687], [0.96232, 0.56487, -0.57885], [-2.16585, 0.49616, -1.39950], [1.75495, -0.26783, 0.99965], [-2.12767, -1.18493, 0.00409]],
  "gap_ev": [5.12, 5.89],
  "energy_ev": -15980.375,
  "spin_multiplicity": 3,
  "e_homo_ev": [-4.49, -8.79],
  "charge": 0
}

***

{
  "formula": "C46H61F7N10O3PS",
  "method": "ωB97M-V/def2-TZVPD",
  "elements": ["N", "C", "C", "H", "C", "H", "C", "H", "C", "C", "C", "C", "F", "F", "C", "F", "H", "H", "N", "H", "C", "C", "C", "H", "H", "C", "H", "C", "H", "H", "F", "H", "H", "H", "H", "O", "C", "H", "N", "C", "N", "H", "H", "N", "H", "H", "C", "H", "C", "C", "H", "C", "H", "C", "C", "H", "H", "C", "H", "H", "H", "F", "H", "H", "N", "F", "H", "H", "C", "C", "H", "H", "N", "H", "H", "H", "H", "C", "C", "C", "H", "C", "N", "C", "H", "C", "H", "H", "C", "H", "C", "H", "C", "C", "C", "C", "C", "H", "H", "P", "C", "H", "C", "C", "H", "H", "H", "C", "C", "H", "C", "C", "H", "H", "H", "H", "H", "H", "S", "N", "H", "O", "H", "C", "H", "O", "F", "N", "H"],
  "positions_angstrom": [[1.02573, -0.08614, -1.47241], [-11.42662, -5.27414, 2.73069], [-11.43803, -4.18057, 1.90685], [-10.67060, -5.50259, 3.46339], [0.99804, -1.56190, -1.70301], [7.33300, -0.09493, -2.72722], [9.12028, 0.95882, -2.32040], [9.47696, 0.35172, -1.50612], [0.53568, -3.84538, -0.72210], [2.47913, -2.64069, 1.36390], [0.54260, -2.34016, -0.43028], [6.12222, -1.59073, -0.41983], [-1.65748, -4.55107, -0.00207], [-0.17239, -6.01356, -0.48211], [-0.27521, 0.41830, -0.92788], [-0.92883, -5.93994, 2.05736], [3.53698, -2.80661, 3.25954], [6.84268, 1.52441, -4.57302], [-0.90782, -1.96966, -0.32910], [4.89764, 3.74538, 5.23439], [-1.10799, -0.54980, -0.08084], [-5.26896, 6.02460, -0.83317], [0.20423, 5.89800, 0.07873], [1.38323, 3.64267, 2.70828], [3.60838, 2.33915, -1.30411], [4.31508, 4.39374, -3.79889], [2.19922, 5.20363, 0.82665], [-7.98314, -3.60823, 1.28071], [-5.80482, 5.88695, 1.32659], [6.19432, -3.74200, -0.64052], [1.77080, -4.37018, -0.72543], [8.26036, -1.65651, -0.42597], [5.71547, 0.49848, -0.42664], [1.53620, -0.84361, 0.84868], [3.12849, 1.90645, 6.12853], [-2.89207, 1.42034, -0.40328], [2.88024, -2.11327, 2.75225], [-1.22807, 3.08066, -0.31178], [1.22252, 0.68085, -2.69067], [3.59146, -1.83644, -1.70760], [-6.48019, -1.98850, 1.14688], [4.88729, 4.86346, -4.58052], [3.77213, 4.86685, 3.03473], [-12.56208, -4.25321, 1.13039], [0.28844, 6.97093, 0.05827], [1.09339, 2.74877, 0.55367], [5.33955, -0.47562, -0.70338], [-0.11611, 1.32177, -0.35917], [2.13538, 3.48985, 3.46063], [-13.26698, -5.38346, 1.44441], [1.78839, 0.20984, -0.85807], [-5.65814, 5.45720, 0.35081], [-12.82922, -3.58048, 0.43675], [3.03093, 4.71602, -3.44151], [4.74122, 3.34070, -2.94694], [-1.87709, 5.48823, -0.62605], [4.04791, -3.93337, -1.73388], [1.24218, -1.89378, 0.88125], [2.21718, 0.83766, -2.82222], [8.88010, 3.30601, -4.61441], [3.34690, -2.49127, 0.73264], [-0.04762, -4.01450, 2.35357], [2.01810, -1.83307, 3.34744], [0.17246, -1.69985, -2.39990], [-5.86970, 4.12432, 0.12906], [1.15863, -5.69978, 1.69743], [-8.06118, -3.56187, 3.51898], [-0.84518, 0.71299, -1.80307], [7.71972, 1.58326, -3.95083], [-5.24338, 4.99426, -1.81127], [1.77606, 3.91655, -1.93768], [5.70207, 2.85213, -2.94945], [2.66362, 3.90172, -2.40987], [7.54691, -2.27180, 1.03881], [-14.18593, -5.62288, 0.93793], [1.16256, 1.97981, 4.58284], [-6.22599, -1.59360, 3.23087], [0.67285, 3.72012, 0.34943], [3.34991, 4.09096, 3.65139], [2.26685, -2.03722, -2.41599], [0.85177, 0.15198, -3.47309], [3.94075, 3.50323, 4.80427], [-0.61029, 3.84958, -0.12239], [4.10414, -0.59450, -1.33292], [0.51346, -1.93478, 1.68675], [3.69849, 3.05982, -2.10224], [-3.81987, 1.70668, -0.39222], [-5.72921, 2.83030, -1.56959], [-12.58861, -6.03900, 2.43575], [2.98703, 0.39255, 2.65115], [-7.65819, -3.17965, 2.59599], [10.57823, 2.54845, -2.63739], [4.39557, -2.95205, -1.44911], [-0.36390, -4.81840, 0.11886], [-0.00632, -5.10850, 1.59987], [-6.72873, -2.18095, 2.48050], [7.44279, -1.50633, 0.27738], [7.59458, -0.53532, 0.74076], [-1.28997, -2.42537, 0.49257], [-2.84147, -0.16792, -0.57514], [8.76370, 2.46818, -3.94804], [-6.16986, 3.46587, 0.82377], [-5.61618, 3.83325, -1.18884], [-7.24018, -2.85602, 0.41021], [-8.68125, -4.38143, 1.00799], [-1.02519, -0.26707, 0.97544], [-12.89023, -6.96302, 2.89920], [9.65310, 2.07140, -2.91281], [-0.90822, 5.17496, -0.27373], [-4.98435, 5.09538, -2.85169], [3.06619, 2.56666, 5.28101], [1.20542, 4.97458, 0.47940], [3.56751, 0.32538, -1.53644], [-3.39592, -0.74129, 1.42990], [-5.03390, 7.06454, -0.98398], [2.33766, -1.51389, -3.36890], [-5.84054, -1.31497, 0.76967], [-7.18660, -2.86422, -0.66496], [3.90248, -0.58658, 2.60590], [1.96767, 2.56427, 4.46197], [2.33320, -3.70993, 1.47871], [-3.18885, -0.67180, -1.89226], [2.18589, -3.07693, -2.69502], [5.63296, -2.83855, -0.82184], [2.35215, 5.45451, -3.83189], [-3.80281, -0.78122, 0.55357], [0.06088, -3.99947, -1.98486], [7.94161, 0.66955, -2.95513], [-10.74802, -3.36057, 1.80789]],
  "gap_ev": 6.27,
  "energy_ev": -108875.365,
  "spin_multiplicity": 1,
  "e_homo_ev": -9.28,
  "charge": 1
}

***

{
  "formula": "C46H72BN10O6P2S5SeTi",
  "method": "ωB97M-V/def2-TZVPD",
  "elements": ["H", "H", "N", "H", "H", "S", "N", "H", "C", "C", "P", "C", "H", "C", "Se", "C", "H", "H", "H", "H", "C", "C", "N", "H", "H", "C", "H", "N", "H", "C", "C", "H", "N", "C", "H", "H", "H", "H", "H", "N", "C", "H", "H", "C", "S", "H", "Ti", "H", "C", "C", "H", "H", "H", "S", "H", "H", "C", "H", "H", "H", "H", "H", "H", "H", "C", "H", "H", "H", "O", "H", "C", "H", "C", "H", "S", "H", "H", "S", "H", "C", "H", "H", "N", "C", "H", "C", "C", "C", "H", "C", "O", "H", "C", "C", "C", "C", "H", "H", "N", "H", "C", "H", "H", "C", "H", "C", "C", "C", "O", "C", "H", "C", "C", "H", "C", "H", "H", "H", "C", "H", "C", "H", "C", "C", "O", "H", "O", "H", "H", "N", "C", "H", "H", "H", "C", "C", "H", "B", "H", "P", "O", "C", "H", "N"],
  "positions_angstrom": [[1.96885, 4.06529, -2.53473], [5.33007, -0.78889, 2.74356], [1.87641, -0.46059, 3.29191], [0.16623, -5.34289, 1.81574], [1.65666, -4.32847, 5.06940], [2.17000, 1.20953, -0.23611], [1.07896, 3.80728, 2.93252], [1.15696, 2.15046, -6.42088], [-4.62606, 1.87706, 1.27266], [1.44941, -1.54309, 2.61201], [-0.43375, 2.49445, -1.95918], [-0.90222, -4.02787, 3.89921], [3.43433, -6.81293, -0.73129], [-3.98936, -1.45571, 2.08349], [-0.46269, -1.93878, -1.32268], [-3.04233, -1.56702, 1.04548], [-2.20167, -4.48112, -2.55592], [-4.36163, 2.49361, -3.02742], [4.47452, 0.47314, -3.62362], [-1.14602, 3.76486, 1.48785], [3.46998, 0.28850, 0.37566], [4.52697, 0.65312, -2.55323], [-0.55737, -5.54638, -1.98866], [2.19108, -0.68187, -1.98059], [-2.10071, -6.10070, -3.28750], [5.29117, -0.92732, 0.54823], [-3.89789, -0.19430, -4.40108], [4.39560, -0.39322, -0.34605], [-0.56723, 6.64026, 3.78076], [-2.05050, 3.18512, -1.44038], [-0.07365, 1.99982, -4.67210], [3.02691, -1.68298, -3.17387], [0.86245, -2.41595, 3.45925], [-4.37102, 1.39693, -3.04310], [3.17109, 5.46007, -0.91023], [-1.78038, 5.34559, 1.97725], [5.48850, 1.10911, -2.32804], [0.92567, 6.55495, 2.85612], [1.28422, -5.69848, 4.02084], [2.35394, 2.02202, 2.74724], [1.43941, -6.24303, -1.30582], [0.47288, -9.90314, -0.78222], [4.21977, 2.98502, 3.05738], [-0.10164, 4.65227, 3.14559], [1.55569, -1.67763, 0.91704], [-2.57202, 3.67328, -2.25965], [-0.18617, 0.10666, 0.10666], [-1.00259, 2.10297, -5.24710], [-1.93653, -5.52057, -2.37643], [3.03780, -1.35249, -2.13853], [-0.64781, 0.05133, -3.89811], [0.08411, 6.04464, -1.14371], [-4.57944, 1.24646, -5.17179], [-2.57146, -1.86732, -1.75785], [-1.32553, 3.04071, 3.92332], [-5.75844, -0.19370, -2.63205], [0.19879, 0.53654, -4.38144], [2.95223, 3.82617, -0.25527], [-0.90440, -3.90888, 4.97881], [0.87843, 5.99575, 4.53760], [0.39517, 0.02370, -5.31929], [1.94074, 5.14970, 0.32571], [-5.23774, 3.85541, 1.84355], [-2.89984, 1.25090, -4.61415], [2.44498, 4.74137, -0.54559], [2.52349, -4.53339, 3.54830], [-1.26178, -5.02575, 3.66660], [-1.27479, -8.31054, -1.50869], [-4.21683, 2.32392, -0.05659], [2.88950, -2.21997, -1.49752], [3.16022, 3.10255, 2.98242], [-4.90036, 2.75858, 3.19164], [-4.85068, -1.89388, -0.46652], [-6.44499, 1.18376, -3.50350], [-0.26302, 1.51613, 2.29511], [-0.27808, -3.72868, 1.25787], [-6.11395, 1.30367, -1.76823], [-1.43851, -1.31261, 1.65508], [3.68785, 0.66091, 3.84646], [5.50633, -1.61733, -2.17313], [5.40733, -2.57055, -1.65914], [-2.56575, -5.93116, -1.58658], [-4.68134, -1.28711, 2.98461], [4.89729, -0.56966, 1.79042], [-3.55730, 3.45601, 2.27646], [-3.47047, -1.81484, -0.23161], [0.25752, -4.47695, -2.07692], [-4.57316, 3.07386, 2.20503], [-6.35979, 0.98968, 2.15192], [1.06892, 2.63491, -5.45200], [-2.13372, 0.88060, 0.08073], [-0.11954, 5.40366, -2.78338], [0.48859, -3.83194, 3.29120], [1.44382, 4.43802, -1.64780], [4.36626, -0.66747, -1.79449], [0.45019, -4.29376, 1.83682], [-6.70622, 2.04284, 0.77102], [5.46240, -1.81202, -3.24216], [3.76370, 0.18693, 1.68567], [-1.84410, 4.65141, 4.41914], [-3.90287, 0.89236, -4.39886], [0.88372, 3.69616, -5.60052], [3.74145, 1.35014, -2.27207], [0.60839, 5.65503, -2.01465], [1.07499, 0.43160, -3.74388], [-5.76302, 0.89043, -2.70955], [0.11448, -6.65856, -1.53310], [2.03240, -8.44887, -0.71148], [-3.41400, 0.92320, -2.06375], [1.55582, -4.64687, 4.03481], [1.26350, 6.43610, -2.39267], [1.08838, 2.46893, 2.67821], [-0.26292, -7.97860, -1.33645], [2.67177, 5.20894, 3.29404], [-0.87530, 4.76203, 1.82940], [-0.26511, 5.24491, 1.06846], [-6.02747, 0.42079, 0.51633], [0.42660, -2.28843, 5.55592], [2.41538, -7.13264, -0.88919], [-1.90876, 3.90798, -0.64043], [-6.02229, 1.29377, 1.16528], [2.26337, -4.30802, -1.56647], [1.49356, -0.63845, 4.59401], [-0.97855, 4.02219, 4.23176], [-0.26663, 2.81842, -3.48549], [6.13939, -1.50639, 0.25506], [0.60622, 3.36679, -1.15808], [2.77280, -9.17647, -0.41658], [2.00200, 2.50883, -4.90836], [-5.98108, -1.91032, -0.67796], [0.32427, 6.04556, 3.60482], [-3.91943, 1.11260, 1.61786], [-0.42084, 3.91401, 5.15885], [-1.58973, -3.30632, 3.46361], [2.38500, 4.19949, 3.10243], [0.86933, -1.83027, 4.69844], [6.47981, -1.18651, -1.95258], [2.94240, 0.60852, 2.91924], [1.41752, -4.20066, 1.35317], [-2.96350, 1.73598, -0.79823], [-0.30000, 1.05112, -1.63166], [0.71881, -8.86206, -0.92609], [1.70788, 0.09393, 5.34268], [1.46136, -4.90899, -1.63378]],
  "gap_ev": 6.20,
  "energy_ev": -237954.782,
  "spin_multiplicity": 1,
  "e_homo_ev": -8.82,
  "charge": 1
}